Entry 1:
Below is a single C4H6P2 molecule, with properties calculated with ωB97M-V with the def2-TZVPD basis set.

XYZ file:
```
12
Properties=species:S:1:pos:R:3:forces:R:3:mulliken_charge:R:1
C 0.142 0.829 -0.299 1.72 2.72 -0.37 -0.507
C 1.499 1.302 -0.109 -0.18 -2.00 0.35 -0.324
C -0.144 -0.430 -0.141 -1.65 -2.37 0.96 0.599
C -1.652 -0.693 -0.148 1.14 0.38 -0.17 -1.232
P 2.722 0.143 0.131 -0.63 0.19 0.02 -0.161
P 1.247 -1.589 0.101 0.20 0.99 -0.85 -0.171
H -0.623 1.558 -0.546 -0.11 0.05 0.15 0.304
H 1.591 2.333 0.099 0.65 1.15 -0.33 0.364
H -2.150 -0.091 0.586 -0.07 -0.27 1.17 0.338
H -1.989 -1.701 -0.172 -0.21 -0.72 0.05 0.371
H -1.962 -0.146 -0.997 -0.73 -0.07 -1.53 0.346
H 1.319 -1.517 1.494 -0.14 -0.05 0.56 0.073
```
Forces are in eV/Å.

Calculated values
Energy relative to the best compared isomer or geometry (same formula, charge and spin)   1.1 kcal/mol
SMILES   CC1=[PH]=PC=C1
HOMO-LUMO gap   8.4277 eV
E_tot   -22820.9502 eV
Strongest force on any atom   3.24 eV Å⁻¹



Entry 2:
Below is a single C4H6P2 molecule, with properties calculated with ωB97M-V with the def2-TZVPD basis set.

XYZ file:
```
12
Properties=species:S:1:pos:R:3:forces:R:3:mulliken_charge:R:1
C -0.653 0.867 0.534 -1.24 0.90 0.73 -0.373
C 0.220 -0.286 -1.333 -0.67 2.41 0.61 -0.488
C 0.243 -0.022 0.084 0.25 0.39 -0.11 0.606
C 1.130 -0.790 1.004 -0.27 -2.53 -2.02 -1.089
P -0.698 0.656 -2.393 0.05 -0.44 0.01 -0.152
P -1.538 1.803 -0.752 0.62 0.25 0.55 -0.143
H -1.029 0.978 1.595 1.01 -0.03 -1.17 0.312
H 0.950 -0.919 -1.678 1.47 -1.78 -1.04 0.382
H 1.918 -0.285 1.515 0.28 0.63 0.32 0.299
H 1.594 -1.646 0.376 -0.58 1.19 1.31 0.280
H 0.381 -1.211 1.653 0.42 -0.59 0.99 0.305
H -2.518 0.854 -0.604 -1.34 -0.41 -0.18 0.062
```
Forces are in eV/Å.

Calculated values
Energy relative to the best compared isomer or geometry (same formula, charge and spin)   0.0 kcal/mol
SMILES   CC1=C[PH]#P=C1
HOMO-LUMO gap   8.4592 eV
E_tot   -22820.9962 eV
Strongest force on any atom   3.25 eV Å⁻¹



Entry 3:
Below is C4H6S as an isolated structure, with properties calculated with ωB97M-V with the def2-TZVPD basis set.

XYZ file:
```
11
Properties=species:S:1:pos:R:3:forces:R:3:mulliken_charge:R:1
C 0.544 -0.511 -1.378 -0.34 -1.20 0.39 -0.735
C -0.200 -0.990 -0.041 1.05 0.43 -0.60 0.346
C -0.666 0.130 0.844 -0.05 -0.70 1.85 -0.249
C -0.218 1.434 0.917 1.58 0.95 1.39 -0.536
H 0.070 0.965 -1.379 1.87 -4.71 -0.80 0.247
H 0.070 -1.438 -2.297 1.68 3.59 2.59 0.264
H 1.885 -0.768 -1.211 -4.45 1.22 -0.70 0.240
H -1.316 -0.440 1.728 1.43 2.37 -2.17 0.210
H 0.711 2.158 0.441 -2.88 -2.90 0.46 0.214
H -0.498 2.015 1.854 -0.16 -0.94 -1.31 0.219
S -0.382 -2.555 0.521 0.29 1.88 -1.08 -0.220
```
Forces are in eV/Å.

Calculated values
Energy relative to the best compared isomer or geometry (same formula, charge and spin)   133.7 kcal/mol
HOMO-LUMO gap   7.8183 eV
E_tot   -15073.9945 eV
Strongest force on any atom   5.13 eV Å⁻¹



Entry 4:
Below is a single C4H6S molecule, with properties calculated with ωB97M-V with the def2-TZVPD basis set.

XYZ file:
```
11
Properties=species:S:1:pos:R:3:forces:R:3:mulliken_charge:R:1
C -0.840 -0.299 -0.293 -0.08 0.89 -3.32 -0.731
C 0.194 0.774 -0.006 -2.08 2.13 2.33 -0.152
C 1.474 0.276 -0.319 1.94 -1.64 1.88 -0.346
C 2.363 -0.437 0.106 0.49 0.18 -1.85 -0.243
H -2.736 -0.379 1.265 0.17 0.40 -1.23 0.119
H -0.866 -0.295 -1.423 0.29 -0.67 0.85 0.228
H -0.403 -1.219 0.026 -0.30 -0.82 0.32 0.428
H 0.147 0.933 1.115 0.35 0.06 -1.04 0.221
H 0.048 1.776 -0.418 -0.65 -0.27 -0.31 0.321
H 3.215 -1.072 0.038 0.17 -0.04 0.37 0.368
S -2.596 -0.059 -0.091 -0.29 -0.22 2.00 -0.215
```
Forces are in eV/Å.

Calculated values
Energy relative to the best compared isomer or geometry (same formula, charge and spin)   52.6 kcal/mol
SMILES   C#CCCS
HOMO-LUMO gap   9.9707 eV
E_tot   -15077.5130 eV
Strongest force on any atom   3.78 eV Å⁻¹